# C84H182Cl2F12N18O24S12

A cluster of 18 separate species, C84H182Cl2F12N18O24S12 in total in a non-equilibrium geometry (ωB97M-V/def2-TZVPD, the OMol25 dataset).

Calculated values
lowest unoccupied orbital energy	-4.85	eV
frontier orbital gap	0.22970	Eh
total charge	+2
E_HOMO	-11.10	eV
max |F|	0.27299	hartree/bohr
total energy	-12996.88386	Ha

Each line ends with the Mulliken charge.
Positions of all 334 atoms, in Å:
C1 -4.714 -5.041 -5.286  -1.49
C2 -3.564 -4.912 -4.240  0.27
C3 -3.258 -3.500 -3.856  0.01
C4 -3.358 -2.378 -4.978  -1.19
N1 -2.591 -1.108 -4.514  0.83
C5 -2.980 0.093 -5.445  -0.80
C6 -4.014 1.038 -4.703  0.08
C7 -4.386 0.151 -3.535  -1.26
C8 -3.084 -0.578 -3.166  0.41
C9 -1.055 -1.353 -4.610  -0.59
H1 -5.567 -4.394 -5.082  0.34
H2 -5.115 -6.046 -5.422  0.37
H3 -4.331 -4.760 -6.267  0.34
H4 -2.662 -5.339 -4.680  0.14
H5 -3.623 -5.560 -3.366  -0.28
H6 -2.396 -3.385 -3.199  0.04
H7 -4.103 -3.349 -3.186  0.38
H8 -4.368 -2.069 -5.249  0.74
H9 -2.722 -2.672 -5.813  0.30
H10 -2.081 0.546 -5.864  0.33
H11 -3.533 -0.313 -6.292  0.28
H12 -3.380 1.815 -4.276  -0.34
H13 -4.742 1.617 -5.271  0.49
H14 -4.752 0.652 -2.639  0.62
H15 -5.175 -0.591 -3.659  0.38
H16 -2.356 0.190 -2.903  -0.86
H17 -3.295 -1.343 -2.419  0.62
H18 -0.860 -2.414 -4.452  -0.02
H19 -0.448 -0.776 -3.913  -0.21
H20 -0.914 -1.260 -5.686  0.75
C10 3.957 1.487 -0.840  -0.58
C11 2.702 0.693 -1.222  0.88
C12 1.662 0.635 -0.103  -0.16
C13 0.819 1.974 0.119  0.39
N2 -0.653 1.815 0.645  0.88
C14 -1.036 3.130 1.335  -0.46
C15 -2.459 2.870 1.893  0.18
C16 -1.945 1.661 2.694  0.20
C17 -0.880 0.974 1.903  -0.57
C18 -1.549 1.405 -0.573  -1.05
H21 3.778 2.299 -1.544  -0.20
H22 4.851 0.904 -1.064  -0.04
H23 3.913 1.917 0.161  0.25
H24 3.062 -0.333 -1.299  0.32
H25 2.214 0.989 -2.151  -1.09
H26 2.176 0.238 0.773  0.26
H27 0.923 -0.127 -0.349  -0.01
H28 0.530 2.398 -0.842  0.19
H29 1.382 2.732 0.664  -0.35
H30 -1.008 3.863 0.528  -0.22
H31 -0.231 3.263 2.058  0.47
H32 -3.191 2.754 1.093  0.13
H33 -2.870 3.723 2.432  0.13
H34 -2.793 0.993 2.542  0.40
H35 -1.624 1.906 3.706  -0.53
H36 -1.003 -0.011 1.454  0.83
H37 0.068 1.098 2.427  -0.30
H38 -2.418 0.818 -0.273  0.64
H39 -0.924 0.794 -1.224  0.25
H40 -1.875 2.260 -1.166  0.19
C19 1.615 -11.156 -4.933  -1.42
C20 0.953 -9.829 -4.491  -0.23
C21 1.922 -8.673 -4.348  -0.85
C22 1.252 -7.309 -4.175  0.07
N3 2.284 -6.177 -3.878  0.71
C23 3.031 -6.313 -2.500  -0.72
C24 3.269 -4.973 -1.867  0.50
C25 2.329 -4.032 -2.603  1.30
C26 1.530 -4.810 -3.650  -0.63
C27 3.458 -6.002 -4.990  -1.14
H41 0.933 -12.006 -4.962  0.38
H42 2.516 -11.425 -4.382  0.35
H43 1.998 -10.953 -5.933  0.36
H44 0.331 -9.888 -3.597  0.28
H45 0.293 -9.706 -5.349  0.31
H46 2.567 -8.599 -5.223  0.37
H47 2.665 -8.767 -3.556  0.43
H48 0.656 -7.212 -3.268  -0.47
H49 0.791 -7.038 -5.125  0.52
H50 3.942 -6.895 -2.638  0.54
H51 2.341 -6.788 -1.802  0.30
H52 4.331 -4.757 -1.986  0.26
H53 3.091 -4.877 -0.795  -1.02
H54 2.893 -3.375 -3.266  -0.54
H55 1.693 -3.467 -1.922  -0.21
H56 1.578 -4.282 -4.602  0.58
H57 0.542 -4.980 -3.222  -0.25
H58 4.129 -6.855 -5.088  0.31
H59 4.063 -5.127 -4.752  0.43
H60 2.866 -5.918 -5.901  0.44
C28 9.105 3.220 -1.563  -1.21
C29 8.955 1.689 -1.231  -0.64
C30 8.196 1.594 0.138  1.21
C31 8.450 0.229 0.697  -1.71
N4 7.917 -0.107 2.095  1.21
C32 9.027 0.388 3.090  -0.22
C33 9.594 -0.866 3.870  -0.66
C34 9.352 -1.966 2.897  -0.86
C35 7.897 -1.609 2.456  -0.33
C36 6.539 0.493 2.334  -0.76
H61 8.172 3.711 -1.840  0.21
H62 9.650 3.265 -2.506  0.46
H63 9.790 3.792 -0.937  0.36
H64 9.938 1.231 -1.122  0.47
H65 8.463 1.127 -2.024  0.26
H66 7.173 1.839 -0.146  -0.29
H67 8.466 2.377 0.847  -0.02
H68 9.511 -0.019 0.672  0.51
H69 7.917 -0.590 0.215  0.40
H70 8.700 1.254 3.666  -0.04
H71 9.905 0.706 2.529  0.35
H72 9.015 -0.985 4.786  0.32
H73 10.647 -0.856 4.149  0.40
H74 9.331 -2.954 3.357  0.44
H75 9.912 -2.027 1.964  0.32
H76 7.260 -1.683 3.338  0.16
H77 7.562 -2.295 1.679  0.19
H78 6.765 1.557 2.409  -0.32
H79 6.125 0.073 3.251  0.79
H80 5.986 0.422 1.398  -0.20
C37 -3.787 -8.651 -4.163  -1.18
C38 -3.251 -9.048 -2.765  -0.87
C39 -2.530 -7.913 -1.954  0.88
C40 -2.105 -8.387 -0.603  -1.00
N5 -1.618 -7.250 0.364  0.49
C41 -2.562 -6.050 0.579  -0.30
C42 -2.335 -5.505 1.978  -0.41
C43 -1.417 -6.442 2.633  -0.12
C44 -1.592 -7.735 1.804  -0.89
C45 -0.262 -6.651 -0.128  -0.88
H81 -3.935 -9.461 -4.878  0.44
H82 -3.048 -8.014 -4.649  0.21
H83 -4.754 -8.160 -4.047  0.30
H84 -2.667 -9.964 -2.848  0.47
H85 -4.187 -9.291 -2.262  0.36
H86 -3.127 -7.003 -1.895  0.03
H87 -1.677 -7.565 -2.536  -0.33
H88 -1.248 -9.043 -0.747  0.36
H89 -2.932 -8.886 -0.097  0.37
H90 -2.361 -5.277 -0.162  0.00
H91 -3.586 -6.387 0.419  0.63
H92 -2.001 -4.494 2.212  0.01
H93 -3.301 -5.657 2.462  0.38
H94 -0.443 -5.969 2.512  -0.32
H95 -1.586 -6.570 3.702  0.61
H96 -0.793 -8.440 2.031  0.47
H97 -2.557 -8.196 2.016  0.51
H98 -0.284 -6.237 -1.136  0.43
H99 0.476 -7.375 0.215  0.52
H100 0.033 -5.881 0.584  -0.17
C46 -0.516 -1.150 5.367  -0.51
C47 -0.665 -2.705 4.958  -1.37
C48 0.249 -3.052 3.741  0.78
C49 1.701 -2.613 3.985  -1.23
N6 2.638 -3.196 2.930  1.20
C50 2.912 -4.693 3.178  -0.34
C51 4.402 -4.859 3.559  -0.90
C52 4.976 -3.741 2.757  -0.22
C53 4.014 -2.560 2.955  -0.13
C54 2.026 -3.128 1.444  -0.68
H101 0.421 -1.014 5.906  0.43
H102 -1.430 -0.961 5.930  0.48
H103 -0.360 -0.500 4.506  -0.25
H104 -1.672 -3.036 4.703  0.50
H105 -0.554 -3.291 5.870  0.52
H106 -0.219 -2.601 2.866  0.24
H107 0.130 -4.101 3.471  -0.64
H108 2.195 -2.964 4.891  0.48
H109 1.834 -1.532 4.014  0.51
H110 2.753 -5.262 2.263  0.07
H111 2.310 -5.055 4.012  0.35
H112 4.958 -5.772 3.346  0.42
H113 4.442 -4.683 4.634  0.33
H114 4.956 -3.936 1.684  -0.01
H115 6.011 -3.517 3.015  0.38
H116 4.035 -1.802 2.172  -0.26
H117 4.142 -2.037 3.903  0.50
H118 1.675 -2.097 1.417  0.18
H119 1.144 -3.765 1.391  -0.07
H120 2.785 -3.312 0.684  0.17
C55 -9.341 1.314 -5.807  -1.41
C56 -7.952 1.803 -5.482  -0.16
C57 -7.817 2.911 -4.345  -0.42
C58 -8.031 2.168 -2.970  -0.55
N7 -8.128 3.080 -1.739  0.70
C59 -6.761 3.767 -1.500  0.23
C60 -6.714 4.015 0.002  0.86
C61 -7.763 3.191 0.646  -0.53
C62 -8.132 2.204 -0.400  -1.03
C63 -9.331 4.057 -1.830  -0.84
H121 -9.548 0.274 -6.061  0.34
H122 -9.915 1.980 -6.451  0.39
H123 -10.050 1.513 -5.003  0.29
H124 -7.518 2.050 -6.451  0.54
H125 -7.503 0.902 -5.064  -0.02
H126 -8.530 3.695 -4.601  0.51
H127 -6.825 3.362 -4.322  0.16
H128 -7.185 1.499 -2.811  -0.06
H129 -8.922 1.546 -2.886  0.53
H130 -6.796 4.738 -1.994  0.43
H131 -5.921 3.143 -1.807  -0.70
H132 -6.912 5.046 0.293  0.11
H133 -5.761 3.718 0.441  -1.01
H134 -8.487 3.979 0.854  0.25
H135 -7.483 2.698 1.577  0.62
H136 -9.113 1.766 -0.218  0.51
H137 -7.374 1.421 -0.402  0.42
H138 -9.279 4.873 -1.110  0.35
H139 -10.077 3.374 -1.423  0.38
H140 -9.498 4.353 -2.866  0.22
C64 -0.069 7.165 3.321  -0.50
C65 -1.378 7.102 4.111  -0.82
C66 -1.519 5.899 5.069  0.60
C67 -2.757 6.111 5.991  -1.10
N8 -3.253 4.880 6.829  0.74
C68 -4.450 5.271 7.774  -0.28
C69 -4.418 4.284 8.976  -0.67
C70 -3.089 3.609 9.035  -0.80
C71 -2.355 4.391 7.878  -0.51
C72 -3.609 3.637 5.934  -0.45
H141 0.575 6.353 3.657  0.31
H142 0.372 8.162 3.321  0.41
H143 -0.347 6.883 2.305  -0.28
H144 -2.239 7.149 3.444  0.21
H145 -1.630 8.043 4.601  0.59
H146 -0.680 5.687 5.731  0.37
H147 -1.519 4.995 4.459  -0.43
H148 -3.697 6.257 5.459  0.18
H149 -2.515 6.867 6.737  0.49
H150 -5.430 5.155 7.311  -0.14
H151 -4.428 6.275 8.198  0.53
H152 -5.214 3.539 8.971  0.34
H153 -4.532 4.855 9.897  0.33
H154 -3.183 2.534 8.881  0.26
H155 -2.623 3.737 10.012  0.44
H156 -1.476 3.880 7.485  0.26
H157 -2.070 5.341 8.332  0.55
H158 -4.353 3.925 5.191  -0.18
H159 -3.978 2.844 6.586  0.49
H160 -2.631 3.283 5.608  0.08
C73 4.927 5.130 -0.736  -0.10
C74 4.574 5.761 0.651  -0.46
N9 3.293 6.397 0.494  0.45
C75 2.017 5.779 0.256  -0.70
C76 1.104 6.720 -0.060  -0.42
N10 1.685 8.000 0.017  0.35
C77 3.004 7.808 0.413  -0.41
C78 1.089 9.253 -0.285  -0.87
H161 5.285 5.945 -1.365  0.41
H162 4.041 4.821 -1.290  -0.13
H163 5.645 4.310 -0.758  -0.05
H164 5.268 6.544 0.956  0.31
H165 4.683 5.089 1.502  0.09
H166 1.876 4.708 0.239  0.32
H167 0.051 6.695 -0.299  0.70
H168 3.677 8.644 0.530  0.48
H169 0.293 9.111 -1.016  0.34
H170 1.833 9.930 -0.706  0.36
H171 0.770 9.670 0.670  0.32
C79 5.430 1.055 -4.453  -0.69
C80 5.692 -0.423 -4.635  -0.15
N11 4.619 -1.112 -5.279  0.39
C81 3.251 -1.037 -4.937  -0.11
C82 2.547 -1.929 -5.795  -0.94
N12 3.432 -2.400 -6.734  0.39
C83 4.679 -1.973 -6.405  -0.49
C84 3.192 -3.180 -7.889  -0.91
H172 5.073 1.632 -5.306  0.39
H173 6.326 1.615 -4.183  0.49
H174 4.549 1.190 -3.826  -0.34
H175 5.856 -0.831 -3.638  0.14
H176 6.586 -0.594 -5.234  0.30
H177 2.913 -0.293 -4.231  0.36
H178 1.486 -2.133 -5.821  0.70
H179 5.603 -2.179 -6.925  0.50
H180 3.642 -2.769 -8.793  0.37
H181 2.117 -3.329 -7.990  0.31
H182 3.715 -4.135 -7.838  0.37
Cl1 -0.872 -2.648 -0.820  -0.92
Cl2 5.622 -2.127 -0.641  -0.79
N13 8.492 4.286 4.616  -0.39
S1 7.258 3.969 5.324  0.98
O1 6.745 2.599 5.143  -0.53
O2 6.270 4.998 5.488  -0.58
F1 7.874 3.887 6.828  -0.36
S2 7.741 4.912 3.257  1.04
O3 7.452 6.306 3.341  -0.57
O4 6.872 4.029 2.519  -0.18
F2 9.046 4.660 2.350  -0.33
N14 1.010 1.830 4.628  0.20
S3 0.932 2.102 6.032  0.75
O5 0.790 3.518 6.421  -0.65
O6 1.533 1.108 6.976  -0.70
F3 -0.647 1.780 6.251  -0.20
S4 2.710 2.059 4.450  0.74
O7 3.439 0.792 4.480  -0.56
O8 3.281 3.205 5.172  -0.50
F4 2.737 2.509 2.851  -0.17
N15 -1.775 5.259 -1.374  0.12
S5 -2.642 5.103 -2.822  0.81
O9 -2.795 6.333 -3.535  -0.63
O10 -3.664 4.092 -2.837  -0.49
F5 -1.479 4.366 -3.669  -0.16
S6 -2.801 6.211 -0.782  0.59
O11 -4.184 5.779 -0.603  -0.34
O12 -2.693 7.683 -0.972  -0.70
F6 -2.174 6.140 0.700  -0.28
N16 -6.851 -1.986 3.252  -0.54
S7 -5.991 -0.956 4.312  1.14
O13 -6.428 0.411 4.477  -0.51
O14 -4.620 -1.238 4.635  -0.53
F7 -6.636 -1.480 5.707  -0.35
S8 -5.879 -1.689 2.207  0.80
O15 -4.700 -2.473 2.194  -0.30
O16 -5.801 -0.332 1.756  -0.25
F8 -6.652 -2.303 0.912  -0.41
N17 -6.072 5.984 4.933  -0.18
S9 -7.608 5.245 4.895  0.84
O17 -7.950 4.285 3.849  -0.44
O18 -8.668 6.155 5.335  -0.61
F9 -7.345 4.171 6.104  -0.28
S10 -5.945 6.042 3.444  0.90
O19 -6.921 6.789 2.569  -0.67
O20 -5.281 4.874 2.898  -0.11
F10 -4.886 7.276 3.507  -0.38
N18 2.209 2.698 -5.129  -0.26
S11 0.498 2.441 -5.138  0.70
O21 -0.288 3.183 -6.142  -0.65
O22 -0.133 1.817 -3.974  -0.04
F11 0.762 1.008 -5.889  -0.40
S12 2.072 3.897 -4.184  1.02
O23 1.859 3.597 -2.743  -0.26
O24 1.686 5.203 -4.710  -0.64
F12 3.647 4.137 -4.199  -0.38